[1]
This record from OMol25 describes an isolated molecule of C3H5N3. The level of theory is ωB97M-V/def2-TZVPD.

The calculation puts the orbital gap at 0.331 hartree. The value obtained for the total energy is -281.576764 hartree. As for the highest occupied orbital energy: -0.2940 Eh. As for the structure (SMILES): Nc1c[nH]cn1. Its energy above the lowest of the compared OMol25 structures with the same formula, charge and spin is 8.3 kcal/mol.

```
! RIJCOSX wB97M-V def2-TZVPD def2/J DEFGRID3
* xyz 0 1
N -0.29323 -0.89281 -1.84404
C -0.04287 -0.26089 -0.60898
C 0.85644 -0.50711 0.40966
N 0.65190 0.54482 1.32831
C -0.40456 1.23166 0.85998
N -0.80803 0.83236 -0.31632
H -1.06094 -0.39821 -2.29217
H -0.53138 -1.87614 -1.79106
H 1.68209 -1.19968 0.44903
H 0.98134 0.74728 2.26662
H -1.03077 1.77871 1.53897
*
```

[2]
This record from OMol25 describes an isolated molecule of C3H5N3 in a non-equilibrium geometry. The level of theory is ωB97M-V/def2-TZVPD.

The calculation puts the orbital gap at 0.360 hartree. The value obtained for the total energy is -281.535343 hartree. As for the highest occupied orbital energy: -0.3189 Eh. As for the structure (SMILES): Nc1cc[nH]n1. Its energy above the lowest of the compared OMol25 structures with the same formula, charge and spin is 34.3 kcal/mol.

```
! RIJCOSX wB97M-V def2-TZVPD def2/J DEFGRID3
* xyz 0 1
N -1.90504 -0.44371 0.27762
C -0.55871 -0.21676 0.03022
N 0.23838 -1.20254 -0.24751
N 1.52937 -0.66553 -0.33606
C 1.46296 0.69071 -0.07885
C 0.14672 1.02544 0.07793
H -2.51115 0.28912 -0.05623
H -2.20632 -1.35080 -0.05822
H 1.74484 -1.45401 0.27680
H 2.34821 1.32190 -0.09818
H -0.28984 2.00628 0.21214
*
```

[3]
This record from OMol25 describes an isolated molecule of C3H5N3 in a non-equilibrium geometry. The level of theory is ωB97M-V/def2-TZVPD.

The calculation puts the orbital gap at 0.368 hartree. The value obtained for the total energy is -281.534224 hartree. As for the highest occupied orbital energy: -0.3512 Eh. As for the structure (SMILES): [H]/N=C(\C#N)NC. Its energy above the lowest of the compared OMol25 structures with the same formula, charge and spin is 35.0 kcal/mol.

```
! RIJCOSX wB97M-V def2-TZVPD def2/J DEFGRID3
* xyz 0 1
C -1.56992 -0.35517 -0.56349
N -0.19723 -0.64483 -0.17247
C 0.84315 0.12893 0.24920
N 1.96662 -0.34055 -0.16067
C 0.73553 1.27340 1.14830
N 0.84189 2.17587 1.86619
H -2.04762 0.38579 0.08884
H -1.64379 -0.00247 -1.59940
H -2.15030 -1.28052 -0.47928
H 0.42177 -1.29261 -0.69570
H 2.79990 -0.04784 0.31849
*
```

[4]
This record from OMol25 describes an isolated molecule of C3H5N3. The level of theory is ωB97M-V/def2-TZVPD.

The calculation puts the orbital gap at 0.322 hartree. The value obtained for the total energy is -281.587566 hartree. As for the highest occupied orbital energy: -0.2846 Eh. As for the structure (SMILES): Nc1c[nH]cn1. Its energy above the lowest of the compared OMol25 structures with the same formula, charge and spin is 1.6 kcal/mol.

```
! RIJCOSX wB97M-V def2-TZVPD def2/J DEFGRID3
* xyz 0 1
N -0.14259 -1.39449 1.46540
C -0.12109 -0.37679 0.51826
C 0.35344 -0.50319 -0.75939
N 0.17424 0.74266 -1.32993
C -0.40033 1.53041 -0.39199
N -0.60028 0.88959 0.74014
H -0.55206 -1.18357 2.35843
H 0.70036 -1.94265 1.51040
H 0.69842 -1.36662 -1.30541
H 0.54250 1.03921 -2.21837
H -0.65259 2.56543 -0.58754
*
```

[5]
This record from OMol25 describes an isolated molecule of C3H5N3. The level of theory is ωB97M-V/def2-TZVPD.

The calculation puts the orbital gap at 0.374 hartree. The value obtained for the total energy is -281.453226 hartree. As for the highest occupied orbital energy: -0.3427 Eh. As for the structure (SMILES): C=C1C=NNN1. Its energy above the lowest of the compared OMol25 structures with the same formula, charge and spin is 85.9 kcal/mol.

```
! RIJCOSX wB97M-V def2-TZVPD def2/J DEFGRID3
* xyz 0 1
C -1.47292 -0.16686 0.38144
C -0.16330 -0.04295 0.58871
C 0.65577 1.18280 0.40699
N 1.47016 0.98885 -0.55812
N 1.29298 -0.39523 -0.97382
N 0.79421 -1.01612 0.24387
H 0.41707 -0.29183 -1.55028
H -1.87847 -1.13336 0.09226
H -2.13406 0.68941 0.37912
H 0.59124 2.12791 0.93500
H 0.42732 -1.94263 0.05484
*
```

[6]
This record from OMol25 describes a cluster of 2 separate species, C3H5N3 in total in a non-equilibrium geometry. The level of theory is ωB97M-V/def2-TZVPD.

The calculation puts the orbital gap (alpha / beta) at 0.295 / 0.295 hartree. The value obtained for the total energy is -281.308242 hartree. As for the highest occupied orbital energy (alpha / beta): -0.2986 / -0.2985 Eh. Its energy above the lowest of the compared OMol25 structures with the same formula, charge and spin is 176.8 kcal/mol.

```
! RIJCOSX wB97M-V def2-TZVPD def2/J DEFGRID3
* xyz 0 1
C 0.49081 0.10728 -0.56865
C 1.60629 0.72708 0.18814
C 1.50959 -0.80203 -0.14807
N -3.38573 -0.09870 -0.24458
N -1.20225 -0.08460 0.57817
N -2.26130 -0.04098 0.16935
H 2.22564 1.54189 -0.11268
H 1.49472 0.88762 1.27826
H 1.45228 -1.39295 0.84912
H 1.88012 -1.21934 -0.99137
H -3.81017 0.37473 -0.99767
*
```

[7]
This record from OMol25 describes an isolated molecule of C3H5N3 in a non-equilibrium geometry. The level of theory is ωB97M-V/def2-TZVPD.

The calculation puts the orbital gap at 0.388 hartree. The value obtained for the total energy is -281.535068 hartree. As for the highest occupied orbital energy: -0.3689 Eh. As for the structure (SMILES): [H]/N=C(/C)NC#N. Its energy above the lowest of the compared OMol25 structures with the same formula, charge and spin is 34.5 kcal/mol.

```
! RIJCOSX wB97M-V def2-TZVPD def2/J DEFGRID3
* xyz 0 1
C -2.13421 -0.27194 0.22472
C 0.27182 0.27229 -0.20366
C 1.62828 -0.28533 0.04814
N -3.18216 -0.28166 -0.26105
N 0.05258 1.21443 -1.00274
N -0.88955 -0.55117 0.51838
H 1.76217 -1.36790 -0.21182
H 2.31897 0.33365 -0.55044
H 1.82034 -0.16507 1.13233
H -0.89219 1.60720 -1.25959
H -0.75606 -0.50451 1.56572
*
```

[8]
This record from OMol25 describes an isolated molecule of C3H5N3. The level of theory is ωB97M-V/def2-TZVPD.

The calculation puts the orbital gap at 0.336 hartree. The value obtained for the total energy is -281.558268 hartree. As for the highest occupied orbital energy: -0.2958 Eh. As for the structure (SMILES): Nc1cn[nH]c1. Its energy above the lowest of the compared OMol25 structures with the same formula, charge and spin is 19.9 kcal/mol.

```
! RIJCOSX wB97M-V def2-TZVPD def2/J DEFGRID3
* xyz 0 1
N 0.05910 0.22267 -1.84397
C 0.03634 0.11259 -0.45545
C -0.86627 0.51855 0.49303
N -0.48722 -0.08935 1.67062
N 0.59934 -0.84188 1.53912
C 0.94766 -0.68373 0.27405
H 0.91442 -0.12588 -2.24996
H -0.27573 1.06350 -2.28510
H -1.69553 1.21040 0.50595
H -1.08035 -0.25052 2.46784
H 1.84823 -1.13635 -0.11612
*
```

[9]
This record from OMol25 describes an isolated molecule of C3H5N3 in a non-equilibrium geometry. The level of theory is ωB97M-V/def2-TZVPD.

The calculation puts the orbital gap at 0.379 hartree. The value obtained for the total energy is -281.457799 hartree. As for the highest occupied orbital energy: -0.3441 Eh. As for the structure (SMILES): [H]/N=C(/C#C)NN. Its energy above the lowest of the compared OMol25 structures with the same formula, charge and spin is 83.0 kcal/mol.

```
! RIJCOSX wB97M-V def2-TZVPD def2/J DEFGRID3
* xyz 0 1
C 0.64222 0.28862 -0.12836
C -0.08698 -0.72878 -0.87136
C -0.57250 -1.66013 -1.41384
H -1.25727 -0.71108 1.35938
H -2.13583 0.36270 0.53483
H 0.36784 1.49359 1.51035
H 2.21412 1.26414 0.34454
H -1.02253 -2.45901 -1.99808
N -1.45614 0.30099 1.29867
N -0.12238 0.90332 0.89528
N 1.85526 0.60304 -0.37532
*
```

[10]
This record from OMol25 describes an isolated molecule of C3H5N3. The level of theory is ωB97M-V/def2-TZVPD.

The calculation puts the orbital gap at 0.387 hartree. The value obtained for the total energy is -281.560601 hartree. As for the highest occupied orbital energy: -0.3623 Eh. As for the structure (SMILES): Cn1cnnc1. Its energy above the lowest of the compared OMol25 structures with the same formula, charge and spin is 18.5 kcal/mol.

```
! RIJCOSX wB97M-V def2-TZVPD def2/J DEFGRID3
* xyz 0 1
C 1.41045 -0.25752 -0.15960
N -0.00527 0.00377 0.00281
C -0.96823 0.05137 -0.95914
N -2.13617 0.31000 -0.43864
N -1.95654 0.44221 0.91398
C -0.68696 0.25811 1.15468
H 2.00214 0.63175 0.07327
H 1.59737 -0.54344 -1.19627
H 1.72203 -1.07967 0.48985
H -0.76262 -0.11197 -2.00881
H -0.21620 0.29539 2.12788
*
```

[11]
This record from OMol25 describes an isolated molecule of C3H5N3. The level of theory is ωB97M-V/def2-TZVPD.

The calculation puts the orbital gap at 0.287 hartree. The value obtained for the total energy is -281.453131 hartree. As for the highest occupied orbital energy: -0.2718 Eh. Its energy above the lowest of the compared OMol25 structures with the same formula, charge and spin is 85.9 kcal/mol.

```
! RIJCOSX wB97M-V def2-TZVPD def2/J DEFGRID3
* xyz 0 1
N 0.66118 1.78566 -1.05023
C 0.08295 0.78693 -0.47149
C -0.48654 0.64667 0.82118
N -0.28416 -0.79390 1.10700
N -0.26604 -1.52384 -0.16738
C -0.08304 -0.59736 -1.03041
H 0.93384 1.52211 -1.99589
H 0.63362 -0.99686 1.51743
H -0.20068 1.28738 1.64559
H -0.98447 -1.23534 1.70345
H -0.00667 -0.88144 -2.07925
*
```

[12]
This record from OMol25 describes a structure of composition C3H5N3 in a non-equilibrium geometry. The level of theory is ωB97M-V/def2-TZVPD.

The calculation puts the orbital gap (alpha / beta) at 0.227 / 0.234 hartree. The value obtained for the total energy is -280.545237 hartree. As for the highest occupied orbital energy (alpha / beta): -0.8144 / -0.8149 Eh. Its energy above the lowest of the compared OMol25 structures with the same formula, charge and spin is 151.7 kcal/mol.

```
! RIJCOSX wB97M-V def2-TZVPD def2/J DEFGRID3
* xyz 2 1
C 0.53260 -0.34279 -1.22138
C 0.57155 -1.81223 0.19676
C -0.50397 1.64628 -0.18069
N 0.92605 -1.52442 -1.01718
N -0.00721 0.39545 -0.35842
N -0.00650 -0.80016 0.77331
H 0.67382 -2.85304 0.54746
H -0.68551 1.76902 0.85790
H 0.19688 2.63423 -0.48609
H -1.25910 1.86489 -0.83253
H -0.43861 -0.97723 1.72087
*
```

Copy entry 12 word for word.
This record from OMol25 describes a structure of composition C3H5N3 in a non-equilibrium geometry. The level of theory is ωB97M-V/def2-TZVPD.

The calculation puts the orbital gap (alpha / beta) at 0.227 / 0.234 hartree. The value obtained for the total energy is -280.545237 hartree. As for the highest occupied orbital energy (alpha / beta): -0.8144 / -0.8149 Eh. Its energy above the lowest of the compared OMol25 structures with the same formula, charge and spin is 151.7 kcal/mol.

```
! RIJCOSX wB97M-V def2-TZVPD def2/J DEFGRID3
* xyz 2 1
C 0.53260 -0.34279 -1.22138
C 0.57155 -1.81223 0.19676
C -0.50397 1.64628 -0.18069
N 0.92605 -1.52442 -1.01718
N -0.00721 0.39545 -0.35842
N -0.00650 -0.80016 0.77331
H 0.67382 -2.85304 0.54746
H -0.68551 1.76902 0.85790
H 0.19688 2.63423 -0.48609
H -1.25910 1.86489 -0.83253
H -0.43861 -0.97723 1.72087
*
```